w | Here is a 6-piece molecular cluster, C6H22NO6 overall from the OMol25 dataset. Energies are from ωB97M-V/def2-TZVPD.

The geometry in XYZ format:
```
35
Properties=species:S:1:pos:R:3
O 1.782 -1.049 -1.447
O 1.562 0.589 -3.560
O 0.527 -2.100 1.049
O 2.439 -0.568 1.112
O -1.710 1.155 2.512
O -1.656 -1.417 2.334
N -2.184 -0.494 -1.106
C 0.184 1.998 0.563
C 2.189 0.757 1.615
C 1.719 1.773 0.515
C -1.386 0.665 -0.913
C -0.527 0.779 0.088
C -2.149 -1.039 -2.452
H 1.897 1.415 -0.500
H 2.349 2.648 0.689
H 1.382 0.755 2.357
H -0.928 -1.741 1.712
H -0.478 -0.053 0.785
H 0.762 -2.927 1.461
H -0.022 2.817 -0.148
H -2.897 -0.648 -3.156
H 1.645 -0.044 -2.803
H 2.157 -0.905 -0.539
H -1.910 -1.184 -0.415
H -0.199 2.431 1.478
H 1.049 -1.672 -1.328
H -1.171 -0.951 -2.964
H -2.493 1.025 1.971
H -1.958 -2.187 2.830
H 1.571 -1.232 1.157
H 3.203 1.008 1.945
H -1.494 0.208 2.627
H -2.323 -2.116 -2.346
H 0.665 0.919 -3.423
H -1.599 1.389 -1.701
```

The charge is -1.

=====

x | Here is C6H22NO6 as an isolated structure from the OMol25 dataset. Energies are from ωB97M-V/def2-TZVPD.

The geometry in XYZ format:
```
35
Properties=species:S:1:pos:R:3
O 2.549 -0.425 -3.352
O 2.705 -0.397 0.401
O -2.381 -0.486 -3.151
O -3.442 0.864 -1.049
O 1.339 -1.955 -0.902
O 0.068 -0.420 -2.274
N 0.522 2.481 1.064
C -0.977 -1.769 1.491
C 0.781 1.034 0.932
C -0.914 -0.384 2.076
C 2.287 0.916 0.620
C 0.441 0.270 2.230
C -1.979 0.298 2.481
H 1.282 -0.384 2.455
H 0.041 -2.032 1.192
H -1.431 -1.766 0.495
H -2.107 1.348 2.728
H 2.762 1.351 1.513
H 0.205 2.863 0.182
H -2.554 -1.212 -2.542
H 0.004 0.449 -1.826
H 3.070 -0.098 -2.601
H 0.445 0.991 3.055
H 0.156 0.624 0.136
H 1.620 -0.466 -3.005
H 2.597 1.561 -0.218
H -1.387 -0.452 -3.017
H 1.925 -2.347 -1.560
H -2.714 0.902 -0.430
H -0.071 2.780 1.812
H -3.082 0.532 -1.903
H 0.685 -1.077 -1.491
H -1.444 -2.453 2.193
H 2.006 -1.064 -0.115
H -3.005 -0.074 2.380
```

The charge is -1.

=====

It comes down to x, which is 0.0125 hartree more stable than the next structure.

=====

w | Here is CH5N3O as an isolated structure from the OMol25 dataset. Energies are from ωB97M-V/def2-TZVPD.

The geometry in XYZ format:
```
10
CH5N3O ωB97M-V/def2-TZVPD
O 1.963 -0.827 0.102
N -1.863 -0.245 -0.149
N -0.528 -0.479 -0.104
N 1.646 0.405 -0.281
C 0.216 0.578 -0.015
H 2.136 1.048 0.298
H -2.285 0.533 0.397
H -2.335 -1.051 0.195
H -0.137 1.623 0.065
H 1.186 -1.586 -0.508
```

=====

x | Here is a 2-piece molecular cluster, CH5N3O overall from the OMol25 dataset. Energies are from ωB97M-V/def2-TZVPD.

The geometry in XYZ format:
```
10
Properties=species:S:1:pos:R:3
O 0.038 1.066 0.866
N -1.399 -0.594 -0.805
N 1.904 1.332 2.129
N 1.289 0.593 1.348
C -0.569 -1.268 -1.508
H -0.659 -2.071 -2.101
H -2.309 -1.049 -0.849
H -0.308 0.454 0.225
H 0.460 -0.832 -1.580
H 1.553 2.368 2.274
```

The SMILES is [H]/N=N\O.C=N.

=====

It comes down to x, which is 0.0325 hartree more stable than the next structure.

=====

w | Here is the molecule CH5N3O from the OMol25 dataset. Energies are from ωB97M-V/def2-TZVPD.

The geometry in XYZ format:
```
10
Properties=species:S:1:pos:R:3
O -1.052 -0.839 0.277
N 0.264 0.922 0.610
N 0.541 2.074 1.336
N -0.643 0.198 1.058
C -0.636 -1.362 -0.973
H -1.506 -1.859 -1.272
H 0.184 -2.096 -0.917
H -0.346 -0.584 -1.542
H 0.207 2.028 2.271
H 1.458 2.382 1.048
```

The SMILES is CO/N=N/N.

=====

x | Here is the molecule CH5N3O from the OMol25 dataset. Energies are from ωB97M-V/def2-TZVPD.

The geometry in XYZ format:
```
10
Properties=species:S:1:pos:R:3
O 2.113 0.461 -0.364
N -1.967 0.203 -0.031
N 1.265 -0.776 0.186
N -0.831 -0.481 -0.415
C 0.082 -0.269 0.468
H 1.217 -1.145 -0.854
H -1.801 1.234 0.070
H 2.866 0.499 0.182
H -3.014 -0.229 -0.573
H 0.069 0.503 1.330
```

The SMILES is N/N=C/NO.

=====

y | Here is a 2-piece molecular cluster, CH5N3O overall from the OMol25 dataset. Energies are from ωB97M-V/def2-TZVPD.

The geometry in XYZ format:
```
10
CH5N3O ωB97M-V/def2-TZVPD
O -1.150 1.624 -0.131
N -1.420 0.258 0.239
N 0.747 -0.288 -0.346
N 1.806 -1.090 -0.230
C -0.282 -0.531 0.380
H -1.938 0.354 1.067
H 2.045 -1.443 0.744
H 2.680 -0.611 -0.632
H 0.433 1.304 -0.988
H -0.260 -1.569 0.934
```

=====

It comes down to w, which is 0.0428 hartree more stable than the next structure.